DFT (wB97M-V/def2-TZVPD) results for a cluster of 2 separate species, C4H6BrN2 in total in a non-equilibrium geometry.

Geometry (Å):
Br -2.092 -0.623 0.069
N -1.710 3.688 -0.103
N 0.588 -0.424 -0.147
C -1.769 2.510 0.082
C 0.801 -1.802 -0.168
C -0.463 0.308 -0.170
C 2.023 -2.379 0.065
H 2.848 -1.754 0.108
H 2.018 -3.335 0.415
H -0.099 -2.402 -0.007
H -1.439 4.549 -0.424
H 1.579 0.019 -0.105
H -2.286 1.645 0.386

Results
Total energy = -77256.051 eV
M = 162.0 g/mol
Gap between HOMO and LUMO = 8.8979 eV
HOMO level = -13.3714 eV
LUMO = -4.5 eV
Total charge = +1
Relative energy (zero: lowest compared OMol25 entry of this formula, charge and spin) = 4.855 eV

=====

DFT (wB97M-V/def2-TZVPD) results for the ion C4H6BrN2 with charge +1 in a non-equilibrium geometry.

Geometry (Å):
Br -1.111 -1.733 -0.371
N -1.145 0.089 -1.467
N 1.202 -2.662 1.091
C 0.110 2.143 -1.045
C 0.097 -2.754 0.578
C 2.201 -2.906 1.833
C -0.006 0.874 -1.452
H 0.972 2.684 -1.425
H 3.054 -3.369 1.334
H -2.076 0.395 -1.233
H -0.449 2.655 -0.381
H 2.148 -2.741 2.986
H 0.819 0.370 -2.015

Results
Total energy = -77253.852 eV
M = 162.0 g/mol
Gap between HOMO and LUMO (alpha / beta) = 8.0313 / 6.9052 eV
HOMO level (alpha / beta) = -12.1280 / -13.7702 eV
LUMO (alpha / beta) = -4.1 / -6.9 eV
Total charge = +1
Relative energy (zero: lowest compared OMol25 entry of this formula, charge and spin) = 2.678 eV
Expectation value of S² = 2.058
2S+1 = 3

=====

DFT (wB97M-V/def2-TZVPD) results for the ion C4H6BrN4O with charge +1 in a non-equilibrium geometry.

Geometry (Å):
Br -3.424 -1.027 -1.506
O -2.607 -1.795 1.276
N 0.409 -0.568 0.785
N 2.737 -1.256 0.377
N 0.364 1.360 -0.926
N 1.623 0.741 -0.951
C -0.381 0.564 0.123
C -2.630 -0.800 0.350
C -1.957 0.699 0.661
C 1.721 -0.395 0.042
H 2.385 1.042 -1.607
H -0.022 2.148 -1.490
H -2.478 1.558 0.046
H 3.164 -1.924 -0.334
H -2.030 1.005 1.791
H 3.127 -1.355 1.362

Results
Total energy = -82283.148 eV
M = 206.0 g/mol
Gap between HOMO and LUMO = 9.0596 eV
HOMO level = -13.8451 eV
LUMO = -4.8 eV
SMILES string = Nc1nc(CC(=O)Br)[nH][nH+]1
Total charge = +1
Relative energy (zero: lowest compared OMol25 entry of this formula, charge and spin) = 5.795 eV

=====

DFT (wB97M-V/def2-TZVPD) results for the molecule C4H6BrNO4 in a non-equilibrium geometry.

Geometry (Å):
Br 2.212 0.202 -1.581
O -0.797 2.739 -1.024
O -0.600 0.193 -1.616
O -0.559 -1.190 -1.367
O 1.317 2.856 -0.526
N 0.290 2.260 -0.826
C 0.457 0.743 -0.935
C 0.348 0.222 1.134
C -1.008 -1.533 -0.092
C -0.031 -1.193 1.076
H -1.906 -0.844 0.015
H -1.152 -2.614 -0.195
H -0.275 0.933 1.566
H -0.587 -1.398 2.101
H 0.956 -1.798 1.064
H 1.334 0.420 1.206

Results
Total energy = -83959.471 eV
M = 212.0 g/mol
Gap between HOMO and LUMO = 9.3203 eV
HOMO level = -9.6765 eV
LUMO = -0.4 eV
Total charge = 0
Relative energy (zero: lowest compared OMol25 entry of this formula, charge and spin) = 7.153 eV

=====

DFT (wB97M-V/def2-TZVPD) results for a structure of composition C4H6BrNS in a non-equilibrium geometry.

Geometry (Å):
Br 0.827 2.055 1.567
S -0.353 1.156 -1.160
N -1.616 -0.883 0.195
C 0.536 0.684 0.213
C -0.738 -0.682 0.999
C 1.749 -0.115 0.004
C -1.785 -0.071 -0.906
H -1.964 -0.677 -1.768
H 1.440 -0.895 -0.659
H -2.618 0.666 -0.812
H -0.247 -1.264 1.780
H 2.207 -0.580 0.849
H 2.563 0.605 -0.300

Results
Total energy = -86610.709 eV
M = 180.1 g/mol
Gap between HOMO and LUMO = 9.4952 eV
HOMO level = -8.7413 eV
LUMO = 0.8 eV
Total charge = 0
Relative energy (zero: lowest compared OMol25 entry of this formula, charge and spin) = 2.324 eV

=====

DFT (wB97M-V/def2-TZVPD) results for a structure of composition C4H6Ca2NO6 in a non-equilibrium geometry.

Geometry (Å):
Ca -1.399 -15.631 13.575
Ca 0.560 -12.012 16.472
O -3.320 -13.599 15.417
O -1.482 -7.394 14.838
O -2.715 -11.866 16.318
O -1.918 -7.705 12.699
O -4.595 -11.873 15.430
O -0.198 -8.902 13.700
N -3.572 -12.481 15.764
C -4.133 -7.311 12.859
C -2.837 -6.696 13.065
C -1.117 -8.076 13.741
C -2.512 -6.478 14.543
H -4.200 -7.563 11.801
H -4.968 -6.662 13.122
H -4.303 -8.220 13.436
H -2.234 -5.450 14.777
H -2.900 -5.786 12.469
H -3.324 -6.731 15.224

Results
Total energy = -54860.676 eV
M = 244.2 g/mol
Gap between HOMO and LUMO = 2.8434 eV
HOMO level = -17.2161 eV
LUMO = -14.4 eV
Total charge = +3
Relative energy (zero: lowest compared OMol25 entry of this formula, charge and spin) = 3.657 eV

=====

DFT (wB97M-V/def2-TZVPD) results for the molecule C4H6Cl2 in a non-equilibrium geometry.

Geometry (Å):
Cl -0.611 1.463 2.043
Cl 2.050 0.189 -1.414
C -0.145 -0.190 -0.008
C 1.260 -0.564 0.099
C -0.547 1.199 0.213
C -1.067 -1.068 -0.407
H 1.727 -1.521 0.162
H -0.902 -2.149 -0.491
H 1.697 0.126 0.852
H -2.131 -0.925 -0.742
H 0.143 1.970 -0.224
H -1.472 1.469 -0.082

Results
Total energy = -29289.062 eV
M = 125.0 g/mol
Gap between HOMO and LUMO = 10.6088 eV
HOMO level = -10.0349 eV
LUMO = 0.6 eV
SMILES string = C=C(CCl)CCl
Total charge = 0
Relative energy (zero: lowest compared OMol25 entry of this formula, charge and spin) = 0.788 eV

=====

DFT (wB97M-V/def2-TZVPD) results for the molecule C4H6Cl2F2 in a non-equilibrium geometry.

Geometry (Å):
Cl -1.398 -1.951 1.099
Cl -3.122 0.623 -0.988
F -1.060 2.412 0.356
F -1.592 0.654 1.726
C -0.864 1.026 0.645
C 0.611 0.709 0.931
C -1.043 -1.304 -0.500
C -1.369 0.321 -0.604
H 1.006 1.447 1.596
H 0.004 -1.136 -0.597
H 0.686 -0.342 1.280
H 1.212 0.833 0.007
H -1.539 -1.684 -1.333
H -0.879 0.740 -1.459

Results
Total energy = -34718.367 eV
M = 163.0 g/mol
Gap between HOMO and LUMO (alpha / beta) = 5.3182 / 6.4509 eV
HOMO level (alpha / beta) = -4.6074 / -10.8685 eV
LUMO (alpha / beta) = 0.7 / -4.4 eV
Total charge = 0
Relative energy (zero: lowest compared OMol25 entry of this formula, charge and spin) = 0.000 eV
Expectation value of S² = 2.005
2S+1 = 3

=====

DFT (wB97M-V/def2-TZVPD) results for the molecule C4H6Cl2N3O2P in a non-equilibrium geometry.

Geometry (Å):
Cl 2.131 0.775 -4.399
Cl -0.764 1.559 -4.432
P 0.293 -0.052 -4.085
O -1.823 -3.909 0.338
O 0.128 -1.091 -5.030
N -0.105 -0.439 -0.173
N 0.676 1.380 -1.375
N 0.015 -0.612 -2.521
C -0.734 -1.736 0.054
C 0.187 0.068 -1.439
C -1.407 -2.695 0.167
C -0.003 0.446 1.065
H -0.594 1.257 0.847
H -2.715 -3.962 0.364
H 0.890 1.866 -0.496
H -0.392 -0.209 1.911
H 1.062 0.959 1.387
H 1.116 1.780 -2.150

Results
Total energy = -47143.416 eV
M = 230.0 g/mol
Gap between HOMO and LUMO = 9.6677 eV
HOMO level = -9.3435 eV
LUMO = 0.3 eV
SMILES string = CN(C#CO)/C(N)=N/P(=O)(Cl)Cl
Total charge = 0
Relative energy (zero: lowest compared OMol25 entry of this formula, charge and spin) = 1.931 eV

=====

DFT (wB97M-V/def2-TZVPD) results for a cluster of 2 separate species, C4H6Cl2NO3P in total in a non-equilibrium geometry.

Geometry (Å):
Cl 3.055 -1.270 -0.748
Cl 2.741 1.795 -0.363
P 1.710 0.118 -0.226
O 1.095 -0.084 1.068
O 0.720 0.163 -1.517
O -1.766 -0.749 2.137
N -0.778 -2.592 1.253
C -0.558 0.465 -1.171
C -0.719 1.938 -0.955
C -0.856 -1.481 2.064
C -0.553 -3.555 0.605
H -0.371 2.027 0.082
H -0.979 -0.103 -0.280
H -1.722 2.323 -0.972
H 0.161 -1.505 2.793
H -0.099 2.405 -1.729
H -1.082 0.105 -2.040

Results
Total energy = -46211.930 eV
M = 218.0 g/mol
Gap between HOMO and LUMO = 11.2158 eV
HOMO level = -11.1135 eV
LUMO = 0.1 eV
Total charge = 0
Relative energy (zero: lowest compared OMol25 entry of this formula, charge and spin) = 0.272 eV

=====

DFT (wB97M-V/def2-TZVPD) results for a cluster of 2 separate species, C4H6Cl2O in total.

Geometry (Å):
Cl 4.871 -0.099 -0.135
Cl -1.025 -2.172 -0.222
O 1.614 0.129 -0.755
C -1.967 0.366 -0.620
C -0.796 -0.414 -0.082
C -0.056 0.067 1.174
C 0.604 0.021 -0.130
H 3.644 0.054 -0.489
H -2.162 0.095 -1.656
H -2.854 0.147 -0.030
H -1.759 1.432 -0.569
H 0.242 -0.645 1.931
H -0.356 1.020 1.582

Results
Total energy = -31336.239 eV
M = 141.0 g/mol
Gap between HOMO and LUMO = 9.9527 eV
HOMO level = -9.9217 eV
LUMO = 0.0 eV
SMILES string = C[C@]1(Cl)CC1=O.Cl
Total charge = 0
Relative energy (zero: lowest compared OMol25 entry of this formula, charge and spin) = 1.178 eV

=====

DFT (wB97M-V/def2-TZVPD) results for the molecule C4H6Cl2O in a non-equilibrium geometry.

Geometry (Å):
Cl -1.403 -1.722 -0.523
Cl -3.875 0.394 0.325
O 1.034 0.872 -0.427
C -2.152 0.667 0.802
C 0.970 -0.238 1.639
C 0.316 0.267 0.337
C -1.147 0.050 -0.188
H 0.676 -1.408 1.843
H -2.078 0.030 1.698
H -1.163 0.579 -1.277
H 2.008 -0.172 1.566
H -2.019 1.771 0.781
H 0.614 0.386 2.477

Results
Total energy = -31336.820 eV
M = 141.0 g/mol
Gap between HOMO and LUMO = 10.5253 eV
HOMO level = -10.0911 eV
LUMO = 0.4 eV
SMILES string = CC(=O)[C@@H](Cl)CCl
Total charge = 0
Relative energy (zero: lowest compared OMol25 entry of this formula, charge and spin) = 0.598 eV

=====

DFT (wB97M-V/def2-TZVPD) results for a cluster of 2 separate species, C4H6Cl2O2 in total in a non-equilibrium geometry.

Geometry (Å):
Cl 1.139 -1.947 -1.291
Cl -1.620 1.580 0.296
O 0.737 0.439 -2.475
O -1.151 -0.762 -2.076
C -0.234 -0.333 1.728
C -0.256 0.622 0.628
C 0.136 -0.426 -1.720
C 0.838 0.853 1.667
H 0.247 -1.279 1.403
H 1.981 0.645 1.567
H -1.577 -1.275 -1.394
H 0.705 1.676 2.350
H -0.954 -0.459 2.440
H 0.010 0.665 -3.123

Results
Total energy = -33380.521 eV
M = 157.0 g/mol
Gap between HOMO and LUMO (alpha / beta) = 7.7808 / 8.1491 eV
HOMO level (alpha / beta) = -7.8157 / -8.0209 eV
LUMO (alpha / beta) = 0.0 / 0.1 eV
Total charge = 0
Relative energy (zero: lowest compared OMol25 entry of this formula, charge and spin) = 3.671 eV

=====

DFT (wB97M-V/def2-TZVPD) results for a structure of composition C4H6Cl2O2P in a non-equilibrium geometry.

Geometry (Å):
Cl 4.007 0.277 -1.297
Cl 3.039 0.533 1.769
P 2.485 -0.041 -0.070
O 0.209 0.692 1.285
O 1.369 0.860 -0.705
C -0.825 1.844 -0.468
C -2.024 1.933 0.004
C 0.114 1.140 0.232
C 1.499 -2.230 0.022
H 2.220 -3.096 -0.149
H -2.866 2.426 -0.452
H 1.161 -2.210 1.025
H 0.797 -1.908 -0.602
H -0.483 2.164 -1.372
H -2.215 1.472 1.023

Results
Total energy = -42665.851 eV
M = 188.0 g/mol
Gap between HOMO and LUMO = 10.0918 eV
HOMO level = -15.1441 eV
LUMO = -5.1 eV
Total charge = +1
Relative energy (zero: lowest compared OMol25 entry of this formula, charge and spin) = 1.556 eV

=====

DFT (wB97M-V/def2-TZVPD) results for the molecule C4H6ClF in a non-equilibrium geometry.

Geometry (Å):
Cl 1.570 -0.957 -1.510
F -1.328 -0.395 -2.233
C 0.269 0.664 1.569
C -0.756 0.301 -1.120
C 0.112 -0.672 -0.369
C 0.648 -0.366 0.912
H -0.128 1.219 -1.497
H 1.500 -1.028 1.344
H 0.414 0.846 2.626
H -0.385 1.445 1.164
H -0.336 -1.605 -0.413
H -1.580 0.549 -0.473

Results
Total energy = -19483.757 eV
M = 108.5 g/mol
Gap between HOMO and LUMO = 11.3550 eV
HOMO level = -10.4174 eV
LUMO = 0.9 eV
SMILES string = C=C[C@H](Cl)CF
Total charge = 0
Relative energy (zero: lowest compared OMol25 entry of this formula, charge and spin) = 0.985 eV

=====

DFT (wB97M-V/def2-TZVPD) results for the molecule C4H6ClF in a non-equilibrium geometry.

Geometry (Å):
Cl 4.022 -0.708 0.501
F -0.876 -1.510 1.085
C 2.351 -0.343 0.803
C -0.333 -0.336 0.653
C 1.313 -0.868 0.208
C -0.903 0.260 -0.620
H -0.390 -0.184 -1.547
H -1.918 0.016 -0.533
H -0.397 0.472 1.486
H 1.409 -1.495 -0.583
H 2.134 0.454 1.569
H -0.656 1.407 -0.582

Results
Total energy = -19483.148 eV
M = 108.5 g/mol
Gap between HOMO and LUMO = 10.8359 eV
HOMO level = -9.7937 eV
LUMO = 1.0 eV
SMILES string = C[C@@H](F)/C=C/Cl
Total charge = 0
Relative energy (zero: lowest compared OMol25 entry of this formula, charge and spin) = 1.594 eV

=====

DFT (wB97M-V/def2-TZVPD) results for the molecule C4H6ClF in a non-equilibrium geometry.

Geometry (Å):
Cl 2.737 0.085 -0.405
F 0.900 1.575 0.378
C 0.507 -0.622 1.013
C -0.039 -0.524 -0.476
C 0.999 0.292 0.092
C -1.301 0.290 -0.621
H -0.181 -0.184 1.725
H -2.414 -0.046 -0.051
H 0.314 -1.222 -1.136
H 1.050 -1.625 1.339
H -1.750 0.581 -1.773
H -0.822 1.401 -0.086

Results
Total energy = -19481.678 eV
M = 108.5 g/mol
Gap between HOMO and LUMO = 11.4023 eV
HOMO level = -10.4524 eV
LUMO = 0.9 eV
SMILES string = C[C@@H]1C[C@@]1(F)Cl
Total charge = 0
Relative energy (zero: lowest compared OMol25 entry of this formula, charge and spin) = 3.064 eV